# 1
# C4H7NO2

A molecular structure, C4H7NO2 at a distorted geometry (ωB97M-V/def2-TZVPD, the OMol25 dataset).

As for the total energy: -9845.0601 eV. Its relative energy (zero: lowest compared OMol25 entry of this formula, charge and spin) is 214.2 kJ/mol. Its multiplicity is 1. As for the LUMO energy: 0.02096 Eh. Its HOMO energy is -8.5 eV. The net charge is 0. For the strongest force on any atom, the calculation gives 0.0612 hartree/bohr.

Last column: Löwdin charge in e.
Positions of all 14 atoms, in Å:
N (-1.92686, -0.41497, 0.04408)  0.192
H (-1.74478, -1.40009, 0.08312)  0.101
C (-0.91934, 0.48132, -0.03698)  -0.434
C (0.78614, -1.41937, 0.05295)  -0.058
H (1.87123, -1.50655, 0.04808)  0.079
O (2.66163, 0.93652, -0.07460)  0.067
C (0.42658, 0.04450, -0.02420)  -0.232
O (-1.24766, 1.73876, -0.04788)  0.015
H (0.89237, 2.19067, -0.13170)  0.133
C (1.47036, 0.96315, -0.04271)  -0.299
H (0.39045, -1.97660, -0.79948)  0.079
H (-0.19780, 2.30633, -0.06826)  0.159
H (0.40534, -1.88190, 0.96660)  0.079
H (-2.86765, -0.06180, 0.03098)  0.118

=====

# 2
# C6H15BrSi

2 unconnected molecules or ions with the total composition C6H15BrSi (ωB97M-V/def2-TZVPD, the OMol25 dataset).

As for the total energy: -84385.3924 eV. Its relative energy (zero: lowest compared OMol25 entry of this formula, charge and spin) is 178.2 kJ/mol. Its multiplicity is 1. As for the LUMO energy: -0.02878 Eh. Its HOMO energy is -8.7 eV. The net charge is 0. For the strongest force on any atom, the calculation gives 0.0099 hartree/bohr.

Last column: Löwdin charge in e.
Positions of all 23 atoms, in Å:
H (-2.35570, 1.51855, -1.51230)  0.076
C (-0.32991, 1.80630, -2.23328)  -0.715
H (0.09326, 1.63066, -4.35616)  0.068
H (-1.60504, 1.39361, -3.93863)  0.077
H (1.69431, -2.14351, 0.36251)  0.062
C (-1.33734, 1.27080, -1.21600)  -0.172
Si (1.45124, 1.32741, -1.67320)  0.464
H (-0.43012, 0.11918, -3.59976)  0.066
H (0.75480, -1.36104, 3.95772)  0.069
H (2.34184, -0.80792, 1.31616)  0.058
H (-1.15898, 1.70300, -0.23064)  0.066
H (-1.26526, 0.18671, -1.13111)  0.061
C (-0.58234, 1.20135, -3.61515)  -0.164
H (-0.68406, -0.44375, 3.51327)  0.065
H (0.91982, 0.21515, 3.18296)  0.068
C (0.32224, -1.36792, 1.84056)  -0.328
C (0.32885, -0.69803, 3.20849)  -0.127
H (-0.47084, 2.89262, -2.30756)  0.075
H (-0.15736, -0.70229, 1.11872)  0.075
Br (2.50204, 3.36019, -1.90044)  0.122
H (-0.27117, -2.28343, 1.89161)  0.100
C (1.72699, -1.70466, 1.35694)  -0.137
H (2.20022, -2.41481, 2.03089)  0.069